9
Properties=species:S:1:pos:R:3:nbo_charge:R:1 method="wB97M-V/def2-TZVPD" relative_energy_kj_mol=35.2 orbital_gap_ev=6.3 spin_multiplicity=1 total_charge=-1
S 1.18967 -0.56235 1.64836 -0.02
S -2.10344 1.06832 -1.03666 -0.53
S -0.35748 0.89399 1.78973 -0.64
C 1.08152 -1.02282 -0.08845 -0.77
H 0.98039 -2.10394 -0.22380 0.20
H -1.40746 2.23096 -1.17121 0.13
H 0.21664 -0.67221 -0.64928 0.24
H 1.97532 -0.62609 -0.58315 0.20
H -1.57516 0.79414 0.31447 0.19

=====

20
Properties=species:S:1:pos:R:3:nbo_charge:R:1 method="wB97M-V/def2-TZVPD" relative_energy_kj_mol=292.2 orbital_gap_ev=8.2 smiles="CCC/C=C/N.O" spin_multiplicity=1
O -2.68784 1.82826 -1.05144 -0.93
N 0.40087 2.02024 2.23080 -0.82
C 0.36127 -1.02069 -1.32544 -0.40
C 1.01792 -0.04520 1.02219 -0.37
C 0.30359 1.09904 1.19438 0.02
C 1.47231 -0.42916 -0.44973 -0.41
C -0.42061 -2.16932 -0.61499 -0.62
H -0.41767 -3.04178 -1.26749 0.22
H -1.34187 -1.81205 -0.17951 0.21
H 1.70267 0.60605 -0.75015 0.21
H -0.42789 -0.28523 -1.51103 0.18
H 1.02610 1.89604 3.00256 0.38
H 0.36784 2.93439 1.81906 0.38
H 1.12678 -0.89244 1.68867 0.21
H 0.18452 -2.39143 0.26881 0.20
H 0.93465 -1.24285 -2.22284 0.20
H 2.39663 -0.99742 -0.43647 0.21
H -2.47818 1.02837 -1.57882 0.47
H -3.11983 1.38575 -0.31692 0.47
H -0.40125 1.52944 0.47834 0.19

=====

30
Properties=species:S:1:pos:R:3:nbo_charge:R:1 method="wB97M-V/def2-TZVPD" orbital_gap_ev=5.9 spin_multiplicity=1 total_charge=-1
Si 4.25558 -0.67609 -0.82298 1.47
Si 1.97299 1.17910 -0.42364 1.47
O 3.59750 0.79119 -0.48097 -1.25
O 0.30329 -1.91796 -0.50446 -0.76
O -2.32654 1.42843 -0.27856 -0.96
C -3.39505 0.63097 -0.12476 0.14
C -4.60819 1.10514 -0.95768 -0.64
C -0.16384 -0.66026 0.02097 -0.07
C 5.04053 -1.36527 0.71478 -1.13
C -3.84136 0.53096 1.35448 -0.64
C 1.01080 0.04122 0.69836 -0.92
H 5.65095 -2.25034 0.52739 0.23
H 4.25075 -1.63755 1.41894 0.24
H -4.10565 1.53313 1.70689 0.18
H 0.61447 0.65359 1.51315 0.26
H 3.21214 -1.59265 -1.33318 -0.20
H -4.69997 -0.13778 1.50596 0.16
H -5.48724 0.45403 -0.85358 0.16
H 1.65479 -0.71910 1.15567 0.23
H -3.00779 0.16328 1.95884 0.19
H 1.43366 1.13155 -1.80179 -0.22
H 5.65346 -0.59339 1.18544 0.24
H -0.26585 -2.13953 -1.25161 0.47
H -4.87590 2.11633 -0.63567 0.18
H 1.93361 2.57412 0.06510 -0.22
H 5.28634 -0.48187 -1.87468 -0.24
H -4.32727 1.14197 -2.01279 0.19
H -0.96386 -0.82918 0.74312 0.17
H -3.21498 -0.44156 -0.44688 0.04
H -0.58739 -0.03248 -0.76587 0.23

=====

68
Properties=species:S:1:pos:R:3:nbo_charge:R:1 method="wB97M-V/def2-TZVPD" relative_energy_kj_mol=18.9 orbital_gap_ev=6.6 spin_multiplicity=1
Sn 0.41473 -0.21451 0.57655 1.21
O 2.47027 0.18078 -0.19986 -0.82
O 4.03225 3.88939 1.08007 -0.69
N -2.15918 -0.47311 0.38422 -0.51
N -1.50508 2.17589 -1.66287 -0.42
N 2.07980 2.43445 0.17448 -0.49
N 3.12875 -2.76495 0.47783 -0.80
N 1.02424 -2.62310 1.38886 -0.53
N 0.79364 2.20416 -0.23217 -0.24
C -4.58431 2.96910 0.47685 -0.23
C -2.74884 2.01421 -2.30347 -0.05
C -3.19404 2.96868 1.18616 -0.22
C -0.01040 -3.17781 2.03211 0.08
C -1.41874 -2.11928 -1.13504 -0.07
C 1.12673 -5.24309 2.25610 -0.14
C -5.20267 1.62724 0.24138 -0.12
C 7.02429 1.87844 0.92355 -0.17
C 0.56916 -3.21950 -2.72899 -0.20
C 2.11631 -3.35580 1.16810 0.41
C 4.30234 1.58918 0.37358 -0.17
C 5.20010 0.54257 0.15348 -0.16
C -1.40069 2.99069 -0.69292 0.28
C -2.55883 1.63410 1.32942 -0.18
C -3.84968 2.68898 -1.99199 -0.19
C 6.54819 0.67175 0.41647 -0.27
C -0.01768 -4.47429 2.48565 -0.31
C -3.93056 -1.62863 -0.75850 -0.22
C -0.12851 -1.55640 -1.10055 -0.44
C -2.51400 -1.39897 -0.43787 0.26
C -3.91385 3.60246 -0.81256 -0.24
C -4.43871 0.52642 0.20707 -0.13
C -1.68651 -3.23849 -1.92385 -0.20
C 2.19788 -4.69362 1.59895 -0.29
C -0.03927 3.16126 -0.11390 0.01
C 4.80181 2.81314 0.86239 0.36
C -2.56075 3.72396 -0.05043 -0.27
C -4.85250 -0.72700 -0.40212 -0.14
C 0.84222 -2.12148 -1.92114 -0.23
C 2.86215 1.36924 0.08600 0.62
C -3.04966 0.55977 0.70252 0.18
C 6.16495 2.93388 1.14396 -0.28
C -0.69163 -3.79741 -2.71103 -0.22
H -2.28880 4.74565 0.21779 0.23
H 6.52079 3.88033 1.52871 0.22
H 1.83933 -1.69682 -1.92883 0.22
H 7.22480 -0.15093 0.22863 0.21
H 0.21888 4.08687 0.40105 0.18
H 3.09456 -5.26609 1.40118 0.21
H -5.28212 3.67214 0.92961 0.22
H -6.24259 1.57527 -0.06370 0.21
H -4.37093 4.54903 -1.10433 0.22
H 1.17137 -6.27053 2.59410 0.22
H 3.09655 -1.76057 0.34436 0.43
H -4.74646 2.55865 -2.58605 0.21
H -2.67326 -3.68400 -1.93697 0.20
H -1.55692 1.59245 1.74174 0.23
H 1.34432 -3.62889 -3.36564 0.21
H -0.86882 -2.52837 2.18085 0.20
H 4.81009 -0.38054 -0.25209 0.21
H 8.07859 1.99581 1.14137 0.21
H -0.87908 -4.87265 3.00084 0.22
H 4.03549 -3.19428 0.48997 0.39
H -4.21465 -2.51952 -1.29862 0.21
H -2.72628 1.32322 -3.13710 0.20
H -0.90722 -4.66679 -3.31865 0.21
H -3.14023 3.53946 2.11444 0.22
H 3.11772 3.64981 0.77548 0.51
H -5.89884 -0.87100 -0.64461 0.22